21
Properties=species:S:1:pos:R:3:forces:R:3:mulliken_charge:R:1 method="wB97M-V/def2-TZVPD" de_lowest_kcal_mol=89.63 smiles=CN(N[O-])C(C)(C)C lumo_ha=0.1407 orbital_gap_ev=5.4 charge=-1 e_homo_ev=-1.6
C 1.7110 0.0084 -0.8961 2.61 0.85 -1.76 -1.08
N 0.6212 0.7740 -0.3841 -0.65 -1.63 2.51 0.11
N -0.1247 1.5141 -1.3117 -1.55 -0.19 -0.03 -0.62
O -0.7403 0.8034 -2.3476 0.07 -0.73 -0.01 -0.80
C -0.2436 -0.1250 0.5498 0.28 2.23 -4.24 1.45
C -1.6295 0.5960 0.4825 0.51 1.33 1.26 -1.52
C -0.5646 -1.4664 -0.0842 1.01 -1.54 -0.93 -1.61
C 0.4378 -0.1815 1.8465 0.87 -0.91 1.42 -1.55
H 1.5745 -0.0800 -2.0045 -0.02 -0.51 0.68 0.32
H 2.6406 0.6712 -0.7943 -0.65 -0.90 -0.07 0.27
H 2.0107 -0.9808 -0.4482 -0.82 0.90 -0.25 0.37
H 0.5143 2.0900 -1.7833 1.42 1.08 -0.36 0.28
H -2.3079 0.1149 1.1967 -0.19 -0.18 -0.20 0.52
H -1.5874 1.7147 0.7980 0.16 -1.89 -0.70 0.33
H -1.9178 0.4984 -0.5887 -0.24 0.30 0.78 0.38
H -1.4604 -1.6900 0.4435 -0.80 -1.30 0.43 0.51
H 0.1783 -2.3568 -0.0845 -0.92 1.58 0.56 0.30
H -0.8521 -1.3484 -1.1374 0.17 0.35 0.23 0.36
H -0.1408 -0.9219 2.4335 0.43 0.44 0.37 0.35
H 1.5620 -0.4569 1.9109 -1.87 0.30 -0.63 0.25
H 0.3187 0.8227 2.2033 0.17 0.44 0.95 0.40